Density functional theory data (ωB97M-V/def2-TZVPD) for a cluster of 2 separate species, C3H7NS3 in total in a non-equilibrium geometry.

- ΔE to the lowest compared entry with this formula, charge and spin: 86.7 kcal per mole
- Highest occupied orbital energy (alpha / beta): -0.324 / -0.315 hartree

```
! wB97M-V def2-TZVPD RIJCOSX def2/J DEFGRID3
* xyz 0 1
S 0.691 -1.816 0.397
S -3.871 -1.114 -0.490
S -1.220 0.869 -0.659
N -1.434 -0.446 0.291
C -2.418 -1.265 0.341
C 1.146 -1.341 -1.273
C 0.097 1.610 0.417
H 1.304 -0.259 -1.284
H 2.104 -1.789 -1.728
H -0.563 2.317 0.951
H 0.503 0.685 0.902
H 0.479 -1.790 -2.057
H 0.873 1.975 -0.298
H -2.448 -2.108 0.940
*
```

***

Density functional theory data (ωB97M-V/def2-TZVPD) for the ion C3H7O with charge +1 in a non-equilibrium geometry.

- ΔE to the lowest compared entry with this formula, charge and spin: 42.9 kcal per mole
- Highest occupied orbital energy: -0.637 hartree

```
! wB97M-V def2-TZVPD RIJCOSX def2/J DEFGRID3
* xyz 1 1
O 0.371 -0.423 -0.297
C -0.668 -0.313 -1.223
C 0.015 -0.323 1.154
C 0.956 0.730 0.568
H 0.464 -1.133 1.719
H -0.283 -0.430 -2.291
H -1.332 -1.086 -0.927
H -1.180 0.746 -1.317
H -0.996 -0.149 1.322
H 2.023 0.612 0.809
H 0.630 1.770 0.482
*
```

***

Density functional theory data (ωB97M-V/def2-TZVPD) for a cluster of 3 separate species, C3H7O2 in total in a non-equilibrium geometry.

- ΔE to the lowest compared entry with this formula, charge and spin: 76.6 kcal per mole
- Highest occupied orbital energy: -0.091 hartree

```
! wB97M-V def2-TZVPD RIJCOSX def2/J DEFGRID3
* xyz -1 1
O -0.445 0.841 -0.214
O -3.477 -0.492 2.200
C -2.543 0.095 1.706
C 0.297 -0.143 -0.548
C 0.077 -1.489 -0.479
H 1.251 0.184 -1.026
H 0.578 -2.202 -1.129
H -0.782 -1.919 0.016
H 4.598 2.472 -1.605
H -1.623 -0.325 1.289
H -2.537 1.205 1.634
H 4.605 1.772 -1.844
*
```

***

Density functional theory data (ωB97M-V/def2-TZVPD) for a cluster of 3 separate species, C3H7O2 in total.

- ΔE to the lowest compared entry with this formula, charge and spin: 72.9 kcal per mole
- Highest occupied orbital energy: -0.092 hartree

```
! wB97M-V def2-TZVPD RIJCOSX def2/J DEFGRID3
* xyz -1 1
O 0.902 -2.729 1.338
O -1.038 0.784 0.468
C 1.045 1.589 -0.361
C 0.426 -1.625 1.165
C -0.227 1.704 0.129
H -1.806 -1.425 -2.157
H 1.470 0.619 -0.597
H -2.167 -1.829 -1.635
H -0.624 -1.525 0.878
H 1.591 2.430 -0.776
H -0.622 2.739 0.243
H 1.049 -0.732 1.306
*
```

***

Density functional theory data (ωB97M-V/def2-TZVPD) for a structure of composition C3H7O2 in a non-equilibrium geometry.

- ΔE to the lowest compared entry with this formula, charge and spin: 91.5 kcal per mole
- Highest occupied orbital energy: -0.097 hartree

```
! wB97M-V def2-TZVPD RIJCOSX def2/J DEFGRID3
* xyz -1 1
O 4.159 -1.130 0.510
O 2.532 1.363 -1.403
C 3.133 0.140 -1.278
C 3.596 -0.124 0.137
C 1.832 1.969 -3.320
H 3.365 0.699 0.858
H 4.054 0.025 -1.908
H 2.857 1.933 -3.717
H 1.457 2.890 -2.856
H 1.170 1.092 -3.371
H 2.479 -0.717 -1.567
H 1.374 2.389 -4.537
*
```

***

Density functional theory data (ωB97M-V/def2-TZVPD) for a cluster of 2 separate species, C3H7O2S in total.

- ΔE to the lowest compared entry with this formula, charge and spin: 30.6 kcal per mole
- Highest occupied orbital energy (alpha / beta): -0.308 / -0.307 hartree

```
! wB97M-V def2-TZVPD RIJCOSX def2/J DEFGRID3
* xyz 0 2
S 1.543 -1.842 -0.221
O -0.702 2.466 -0.046
O -1.789 0.977 1.193
C 0.217 -1.579 -1.431
C -1.588 2.177 0.711
C 1.227 -0.345 0.766
H 2.049 -0.172 1.457
H 1.130 0.478 0.074
H -2.280 2.925 1.150
H -0.740 -1.827 -0.976
H 0.329 -2.199 -2.318
H 0.247 -0.543 -1.754
H 0.357 -0.515 1.395
*
```

***

> What is the formula in the fourth record?

C3H7O2

***

> Which formula does entry 6 have?

C3H7O2S

***

> Among the records above, which one has the lowest ΔE to the lowest compared entry with this formula, charge and spin?

C3H7O2S